A structure of composition C26H34NPd at a distorted geometry, computed with the ωB97M-V functional and the def2-TZVPD basis.

**M**: 466.985 g/mol
**Kohn-Sham gap (alpha / beta)**: 7.02 / 6.13 eV
**Relative energy (zero: lowest compared OMol25 entry of this formula, charge and spin)**: 63.51 kcal per mole
**Total charge**: +1
**E_HOMO (alpha / beta)**: -9.37 / -11.33 eV
**Multiplicity**: 5
**Expectation value of S²**: 6.04

Cartesian coordinates (Å):
C1 -1.09 0.19 -2.15
C2 -1.40 -1.10 -1.65
C3 -0.19 -1.86 -1.57
C4 0.88 -1.04 -2.06
C5 0.33 0.26 -2.39
Pd1 0.48 0.15 -0.23
C6 3.07 -0.56 2.07
C7 2.23 0.45 1.65
H1 1.49 1.02 2.25
C8 2.32 0.93 0.25
H2 3.15 0.40 -0.29
H3 2.28 2.05 0.09
C9 2.80 -0.96 3.53
H4 1.93 -0.46 4.05
H5 2.70 -2.05 3.77
H6 3.69 -0.61 4.04
C10 3.02 -1.83 1.14
H7 2.19 -1.91 0.35
H8 3.94 -1.80 0.57
H9 2.97 -2.83 1.66
C11 -2.75 -1.56 -1.26
H10 -3.27 -0.81 -0.65
H11 -3.38 -1.75 -2.15
H12 -2.71 -2.48 -0.68
C12 -0.08 -3.27 -1.15
H13 -0.74 -3.48 -0.30
H14 -0.35 -3.96 -1.97
H15 0.94 -3.52 -0.84
C13 2.27 -1.46 -2.39
H16 2.50 -2.44 -1.96
H17 2.42 -1.52 -3.48
H18 3.00 -0.73 -2.00
C14 1.07 1.39 -3.01
H19 2.13 1.34 -2.75
H20 0.98 1.36 -4.11
H21 0.67 2.35 -2.66
C15 -2.05 1.28 -2.47
H22 -1.56 2.26 -2.45
H23 -2.46 1.14 -3.48
H24 -2.89 1.29 -1.77
C16 -1.71 -1.75 1.87
C17 -0.37 -2.16 2.33
C18 -2.68 -2.71 2.11
C19 -0.05 -3.46 2.54
H25 0.65 -1.90 2.54
C20 -2.37 -4.07 2.39
H26 -3.80 -2.40 2.11
C21 -1.02 -4.47 2.54
H27 1.00 -3.70 2.75
H28 -3.12 -4.90 2.45
H29 -0.67 -5.51 2.64
C22 -2.44 3.86 1.31
C23 -2.86 2.53 1.42
C24 -2.00 1.50 1.02
N1 -0.79 1.77 0.52
C25 -0.37 3.04 0.41
C26 -1.17 4.11 0.80
H30 -3.08 4.68 1.61
H31 -3.84 2.27 1.80
H32 -2.28 0.44 1.12
H33 0.63 3.19 -0.01
H34 -0.76 5.12 0.68